The following is a quantum chemistry calculation of the ion C10H9O5P with charge -2 in a non-equilibrium geometry, from the Open Molecules 2025 dataset.

Geometry as XYZ:
```
25
Properties=species:S:1:pos:R:3:forces:R:3:mulliken_charge:R:1
O -4.2311 3.3294 3.3658 1.9 -0.2 -0.2 -0.686
C -3.1173 3.5898 3.9368 -2.5 0.0 0.9 0.424
O -3.0712 4.1988 5.0541 1.5 -1.0 -1.9 -0.676
P -1.4308 2.9961 2.9782 2.6 2.9 1.3 0.521
O -0.9191 4.0022 1.9705 -1.7 -0.1 -1.0 -0.753
O -0.2490 2.7735 3.8997 -1.1 -1.4 0.7 -0.734
O -1.7578 1.5617 2.1516 0.4 0.3 -0.1 -0.233
C -0.8031 0.9595 1.4071 -0.3 -0.6 -0.3 0.435
C 0.5566 1.2980 1.1527 -0.2 0.7 0.2 -0.448
C 1.3600 0.4375 0.3713 -0.8 1.0 1.2 -0.856
C 0.8523 -0.7300 -0.1298 -0.3 -0.2 0.4 0.488
C -0.4736 -1.0772 0.0970 0.4 1.1 0.6 0.595
C -1.2891 -0.2114 0.8231 -0.3 -1.4 -0.5 -0.499
C -0.7698 -2.4178 -0.4664 -0.8 -1.0 -0.1 -0.867
C 0.4741 -2.7334 -1.3434 0.2 -0.6 0.6 -0.500
C 1.5985 -1.7583 -0.8864 0.0 -0.1 -1.9 -0.794
H 0.9025 2.2685 1.5532 -0.1 -0.8 -0.2 0.356
H 2.4103 0.6131 0.2281 0.3 0.5 0.0 0.363
H -2.3365 -0.5058 0.9642 0.4 0.4 0.2 0.363
H -1.7226 -2.3865 -1.0351 0.5 -0.2 0.1 0.283
H -0.9236 -3.2077 0.3184 0.2 0.7 -0.4 0.207
H 0.8006 -3.7850 -1.2458 -0.2 0.3 -0.1 0.294
H 0.2247 -2.5773 -2.3812 0.0 0.1 -0.4 0.248
H 2.3841 -2.2688 -0.3360 0.1 -0.1 0.3 0.241
H 2.0932 -1.3052 -1.7936 -0.3 -0.4 0.8 0.227
```
Positions in Å, forces in eV/Å.

HOMO energy: -0.569 eV
LUMO level: 4.828 eV
net charge: -2